# 1
CH5N3S2 in the gas phase, computed with wB97M-V/def2-TZVPD.

SMILES   N=C(NS)NS
E_tot   -1001.7159 Eh
Charge   0
Highest occupied orbital energy   -9.506 eV
Spin multiplicity   1

Structure (XYZ):
```
11
Properties=species:S:1:pos:R:3:forces:R:3:lowdin_charge:R:1
N -1.28378 -0.90210 -1.22763 -0.802 -0.181 -0.588 0.1135
C -0.33899 -0.49163 -0.52058 0.410 2.100 1.093 -0.6498
N 0.69301 -1.35830 -0.17441 -0.249 -0.414 -0.215 -0.3936
S 1.69282 -1.25698 1.18199 0.738 0.271 -1.097 0.7797
N -0.15349 0.83161 0.01503 -1.573 -2.011 -0.976 -0.4107
S -1.12451 2.11898 -0.44259 0.464 0.038 -0.492 0.7723
H -1.92182 -0.14468 -1.48563 0.205 -0.219 0.111 0.0139
H 0.42675 -2.26909 -0.52689 0.401 -0.164 0.217 0.0845
H 0.85651 -1.51517 2.15152 -0.875 -0.242 0.839 -0.1636
H 0.77406 0.95132 0.29128 1.449 0.922 0.691 0.0032
H -1.98471 2.13690 0.57172 -0.167 -0.101 0.417 -0.1494
```
Forces are in eV/Å.

# 2
A molecular structure, C39H35BIrN6O2PS2, computed with wB97M-V/def2-TZVPD.

E_tot   -3252.8238 Eh
Charge   +1
Highest occupied orbital energy (spin up / spin down)   -9.852 / -10.223 eV
Spin multiplicity   2

Structure (XYZ):
```
87
Properties=species:S:1:pos:R:3:forces:R:3:lowdin_charge:R:1
Ir 0.16986 -0.42557 -0.11481 -0.091 0.252 0.172 0.9174
C 3.28946 3.98973 5.33331 -0.001 -0.002 0.006 -0.0383
C 3.21798 3.31666 3.99303 -0.006 0.007 -0.007 -0.2539
C 4.04029 2.23494 3.68853 0.011 -0.009 -0.011 -0.0179
C 3.99553 1.62583 2.44686 -0.050 0.007 0.002 -0.0368
C 3.10485 2.09041 1.48748 -0.054 0.013 0.001 -0.2735
C 2.29317 3.18285 1.76327 0.011 0.038 -0.023 -0.0784
C 2.35148 3.78370 3.00879 0.008 0.000 0.011 -0.0207
S 3.01746 1.29499 -0.08850 0.009 -0.004 0.030 0.6358
O 2.14296 2.15559 -0.88801 -0.078 0.054 -0.087 -0.4018
O 4.34340 1.09322 -0.58541 -0.010 0.043 0.002 -0.2565
N 2.22372 -0.11034 0.08426 0.013 -0.007 -0.035 -0.2977
C 2.97303 -1.30227 0.22470 0.059 -0.030 -0.037 -0.2492
C 4.29751 -1.45967 0.56182 -0.015 -0.018 0.042 -0.0142
C 4.88716 -2.73755 0.63085 -0.007 -0.009 -0.006 -0.0456
C 4.18654 -3.86648 0.32874 -0.005 0.001 -0.004 -0.0272
C 2.83473 -3.74723 -0.06038 0.034 -0.024 0.013 -0.1444
C 2.05630 -4.84945 -0.47281 -0.014 0.016 0.001 0.0210
C 0.77731 -4.64648 -0.90181 -0.004 0.000 -0.005 -0.0174
C 0.24917 -3.34905 -0.86893 0.025 0.002 -0.066 -0.1201
N 0.92614 -2.30524 -0.43887 -0.046 -0.126 0.014 -0.0615
C 2.23723 -2.47361 -0.07675 -0.035 0.024 0.021 -0.1568
H 3.73503 3.33665 6.08153 0.001 -0.002 0.002 0.0804
H 2.29910 4.28491 5.67807 -0.003 0.002 -0.001 0.0844
H 3.89944 4.89299 5.27310 0.003 0.003 -0.001 0.0920
H 4.73399 1.86642 4.43361 0.002 -0.002 0.003 0.1208
H 4.66263 0.80631 2.23466 0.028 -0.091 -0.031 0.1015
H 1.63961 3.57959 1.00083 0.012 -0.017 0.016 0.0859
H 1.71651 4.63598 3.21687 -0.004 0.007 0.002 0.1226
H 4.92857 -0.60672 0.73126 0.020 0.043 0.048 0.0861
H 5.93006 -2.80509 0.90960 0.002 -0.002 0.006 0.1160
H 4.64694 -4.84467 0.35955 0.004 -0.005 0.000 0.1189
H 2.49614 -5.83885 -0.46505 0.001 -0.005 0.000 0.1284
H 0.15134 -5.45308 -1.25601 0.000 -0.001 -0.002 0.1143
H -0.75312 -3.15974 -1.19939 -0.068 0.018 -0.021 0.0636
S -0.42788 1.72677 0.30966 0.208 -0.190 0.080 0.9639
C -0.71925 2.29356 -1.27646 -0.097 0.069 -0.258 -0.4164
N 0.09454 2.33127 -2.34163 -0.098 0.070 -0.074 0.1459
C -0.32344 2.81440 -3.51088 0.012 -0.044 0.144 0.0474
C -1.61756 3.29846 -3.64641 0.043 -0.028 0.046 0.0450
C -2.42397 3.30811 -2.53238 0.010 -0.033 0.117 0.0763
N -1.95360 2.80158 -1.37340 0.071 0.095 -0.112 0.0678
H 1.08317 2.05082 -2.10899 0.090 -0.032 0.026 0.1227
H 0.39780 2.81665 -4.31636 0.011 -0.005 0.005 0.1596
H -1.96676 3.68888 -4.58864 -0.003 0.001 -0.006 0.1336
H -3.43392 3.69936 -2.47481 -0.008 0.003 0.006 0.1288
B -4.02466 3.60523 0.05079 0.033 -0.029 0.028 -0.3458
C -2.66702 2.79049 -0.06867 -0.074 -0.064 0.106 -0.3351
N -1.95677 2.17565 0.80509 -0.094 -0.061 -0.038 -0.1463
H -3.64014 4.75155 0.20063 0.003 0.031 -0.071 0.0450
H -4.65628 3.50966 -0.98285 -0.032 -0.062 -0.020 0.0206
H -4.62878 3.20527 1.00799 0.012 0.044 0.020 0.0316
N -1.72986 -0.82136 -0.21636 0.068 -0.006 -0.227 -0.4326
P -2.90318 -1.85188 -0.05779 -0.037 -0.035 0.124 0.7833
C -2.96464 -3.21945 -1.26664 0.007 -0.021 0.014 -0.3487
C -2.83854 -2.88133 -2.61487 0.035 0.008 0.023 -0.0970
C -2.87863 -3.86247 -3.59067 0.004 -0.008 -0.009 -0.0672
C -3.05036 -5.19398 -3.22893 -0.002 -0.001 0.003 -0.0706
C -3.18674 -5.53710 -1.89251 0.000 0.007 -0.006 -0.0690
C -3.14616 -4.55257 -0.91181 0.029 0.008 0.018 -0.0822
C -4.56166 -1.15392 -0.27418 0.005 -0.067 -0.095 -0.3005
C -4.82452 0.16133 0.08208 0.047 0.040 0.154 -0.0794
C -6.11188 0.67468 -0.00556 0.030 -0.038 0.031 -0.0620
C -7.14579 -0.13419 -0.45115 -0.003 -0.018 -0.001 -0.0646
C -6.89517 -1.45599 -0.79868 -0.031 0.034 -0.001 -0.0678
C -5.61096 -1.96608 -0.71010 0.018 0.001 -0.052 -0.0742
C -2.93587 -2.61944 1.58250 0.016 0.059 0.049 -0.2812
C -3.99254 -2.39780 2.46082 -0.024 -0.039 -0.023 -0.0578
C -3.96358 -2.93800 3.73985 0.009 -0.014 0.009 -0.0641
C -2.88297 -3.70248 4.14862 -0.007 0.005 -0.003 -0.0700
C -1.82052 -3.92283 3.28023 -0.014 0.000 0.003 -0.0694
C -1.84478 -3.37888 2.00805 0.044 0.014 -0.013 -0.0905
H -2.69506 -1.84274 -2.89182 -0.013 0.002 -0.009 0.1079
H -2.78027 -3.59368 -4.63418 0.000 0.002 -0.006 0.1073
H -3.08463 -5.96117 -3.99105 0.001 -0.003 -0.004 0.1084
H -3.33147 -6.57160 -1.60994 -0.002 -0.005 0.003 0.1098
H -3.25828 -4.82673 0.12949 -0.004 0.001 0.009 0.1088
H -4.02114 0.76511 0.47503 0.005 0.085 -0.008 0.0710
H -6.29678 1.69698 0.29212 0.010 0.027 -0.037 0.0932
H -8.15100 0.26076 -0.51950 -0.004 0.001 0.001 0.1087
H -7.70259 -2.09081 -1.13884 -0.003 -0.004 -0.002 0.1081
H -5.43123 -2.99774 -0.98362 -0.015 0.017 -0.002 0.1041
H -4.84206 -1.80276 2.15314 0.000 -0.001 -0.005 0.1046
H -4.78863 -2.75758 4.41573 -0.004 0.000 0.004 0.1098
H -2.86365 -4.12462 5.14461 0.001 0.000 0.005 0.1085
H -0.97188 -4.51395 3.59821 0.005 -0.004 0.001 0.1076
H -1.00278 -3.54374 1.34683 -0.010 0.013 -0.001 0.0858
```
Forces are in eV/Å.

# 3
8 unconnected molecules or ions with the total composition C28H50F9NO10S, computed with wB97M-V/def2-TZVPD.

SMILES   O=S(=O)(F)NCCOCC(F)(F)C(F)(F)C(F)(F)C(F)F.CC(C)=O.CC(C)=O.CC(C)=O.CC(C)=O.CC(C)=O.CC(C)=O.CC(C)=O
E_tot   -3200.9974 Eh
Charge   0
Highest occupied orbital energy   -9.383 eV
Spin multiplicity   1

Structure (XYZ):
```
99
Properties=species:S:1:pos:R:3:forces:R:3:lowdin_charge:R:1
O 7.02962 -3.85867 -3.15253 -0.221 0.288 0.075 -0.2395
S 5.70690 -3.73124 -2.65318 0.931 -0.920 0.150 0.5673
O 5.00410 -4.90681 -2.25940 -0.355 0.418 -0.199 -0.2450
F 4.86237 -3.02754 -3.75569 -0.227 0.069 -0.008 -0.1362
N 5.67266 -2.55596 -1.50384 -0.532 -0.311 0.124 -0.1140
C 4.31501 -2.22914 -0.98055 0.004 0.213 0.244 -0.1730
C 3.66263 -1.08271 -1.77286 0.291 0.026 0.063 -0.1773
O 2.25252 -1.14553 -1.74249 -0.013 -0.041 0.013 -0.1021
C 1.68616 -2.23369 -2.42481 -0.023 -0.305 0.058 -0.1049
C 0.51191 -1.74738 -3.27622 0.178 0.358 0.073 -0.3930
F 0.25530 -2.67098 -4.23517 -0.093 -0.040 0.104 0.1196
F 0.86302 -0.60908 -3.91284 0.017 -0.101 -0.036 0.1371
C -0.79065 -1.43591 -2.44468 0.193 -0.213 -0.194 -0.3380
F -1.21819 -0.19999 -2.72476 -0.073 0.031 -0.062 0.1672
F -0.46838 -1.47775 -1.12613 -0.071 0.067 0.127 0.1296
C -1.99378 -2.40049 -2.62003 0.037 0.064 0.307 -0.3837
F -2.33984 -2.50447 -3.90525 -0.011 -0.073 -0.233 0.1689
F -3.03220 -1.82994 -1.95889 0.072 0.095 0.026 0.1261
C -1.80729 -3.77742 -1.95870 -0.232 0.190 0.273 -0.2885
F -2.93984 -4.48374 -2.13867 -0.115 -0.097 -0.164 0.1037
F -0.78769 -4.45091 -2.52527 0.184 -0.029 -0.011 0.1048
H 6.20191 -2.98712 -0.74448 0.272 0.341 -0.095 0.1201
H 4.46746 -1.89938 0.04995 -0.030 -0.099 -0.112 0.1314
H 3.67532 -3.11612 -0.92493 0.043 0.068 -0.192 0.1147
H 3.92951 -0.13412 -1.30182 -0.100 -0.075 -0.117 0.1351
H 4.05038 -1.05650 -2.79764 -0.185 -0.061 0.049 0.1185
H 2.37720 -2.73600 -3.11316 0.014 0.237 0.006 0.1400
H 1.33165 -2.98797 -1.71297 -0.008 0.009 -0.142 0.1391
H -1.64442 -3.65668 -0.88478 0.147 -0.072 -0.084 0.1779
C -0.92730 -1.89855 3.86242 0.168 -0.075 0.062 -0.0189
C 0.00281 -1.10702 2.97677 -0.035 0.007 0.006 -0.5038
C -0.62307 0.01366 2.18580 0.206 0.094 -0.083 -0.0186
O 1.18524 -1.35599 2.90587 -0.012 -0.017 -0.020 0.0557
H -0.36839 -2.67363 4.38172 -0.003 0.002 -0.006 0.0801
H -1.39851 -1.23497 4.58969 -0.081 0.019 -0.059 0.0842
H -1.71475 -2.35826 3.26260 -0.061 0.065 0.019 0.0843
H -1.08519 0.73451 2.86334 -0.122 -0.077 0.002 0.0680
H -1.39335 -0.38365 1.52204 -0.084 0.036 0.067 0.0797
H 0.14007 0.51098 1.59048 0.002 -0.026 -0.010 0.0805
C -5.97816 -2.72565 -1.71465 -0.078 -0.038 0.200 -0.0272
C -7.05566 -2.27946 -0.75559 -0.013 0.011 -0.019 -0.5028
C -8.45790 -2.17231 -1.30785 -0.016 0.043 0.152 -0.0270
O -6.80843 -2.01898 0.39836 -0.004 0.000 -0.019 0.0705
H -5.03056 -2.77011 -1.19106 0.007 -0.007 0.003 0.0587
H -6.21779 -3.71475 -2.10978 -0.029 0.041 -0.090 0.0897
H -5.90502 -2.02734 -2.54983 -0.015 -0.051 -0.051 0.0896
H -8.78565 -3.14169 -1.68691 0.017 0.020 -0.081 0.0835
H -8.48194 -1.45693 -2.13163 0.003 -0.061 -0.060 0.0835
H -9.13573 -1.84331 -0.52394 0.008 -0.002 0.000 0.0799
C -2.92323 4.11429 5.09973 0.166 -0.212 0.139 -0.0204
C -3.25776 2.79649 4.45231 -0.051 0.024 -0.014 -0.5003
C -4.33005 2.82068 3.38885 0.050 -0.179 -0.004 -0.0191
O -2.69823 1.76782 4.75970 0.066 -0.026 -0.034 0.0499
H -2.14414 3.96616 5.84473 -0.015 -0.012 0.003 0.0827
H -2.58053 4.82723 4.35105 -0.124 0.084 -0.005 0.0573
H -3.80912 4.53138 5.58083 -0.019 0.080 -0.086 0.0909
H -4.03517 3.48911 2.57807 -0.049 0.073 0.035 0.0813
H -5.26606 3.18975 3.81075 0.011 0.082 -0.032 0.0856
H -4.48178 1.81781 2.99607 -0.001 0.005 0.005 0.0807
C 0.67962 -8.86695 -1.91485 0.000 0.002 0.170 -0.0238
C -0.58532 -8.10394 -1.60181 -0.005 0.011 -0.018 -0.5058
C -1.42412 -7.66792 -2.77879 -0.115 0.056 0.127 -0.0286
O -0.90854 -7.84848 -0.46543 0.019 0.024 -0.013 0.0677
H 1.19213 -9.11968 -0.98987 -0.004 0.002 -0.003 0.0810
H 0.43998 -9.78243 -2.45825 0.020 0.034 -0.077 0.0840
H 1.33795 -8.26056 -2.53929 -0.025 -0.037 -0.070 0.0842
H -1.74794 -8.53402 -3.35830 0.094 -0.004 -0.054 0.0856
H -0.84113 -7.01269 -3.42762 0.008 -0.072 -0.074 0.0793
H -2.29839 -7.12976 -2.42086 0.004 0.002 -0.008 0.0709
C -1.03390 8.83791 3.34766 -0.093 -0.071 0.173 -0.0181
C -1.92106 7.69018 2.93645 0.008 0.028 0.004 -0.4942
C -1.89585 7.29824 1.47946 -0.113 -0.117 0.072 -0.0192
O -2.61728 7.11038 3.73928 0.026 0.016 -0.058 0.0543
H -1.14671 9.01281 4.41479 0.018 0.021 -0.005 0.0704
H 0.00889 8.60206 3.12930 0.008 0.085 -0.074 0.0910
H -1.31088 9.74210 2.80372 0.091 -0.012 -0.075 0.0878
H -0.88496 7.00944 1.18735 0.018 0.078 -0.035 0.0875
H -2.20256 8.14235 0.85995 0.081 0.022 -0.021 0.0864
H -2.57297 6.46393 1.31167 0.001 0.006 0.001 0.0778
C 6.74800 -1.81122 -6.02911 -0.010 0.204 0.044 -0.0347
C 7.24676 -0.92470 -7.14478 -0.003 -0.017 0.012 -0.5039
C 7.66409 -1.61712 -8.42094 0.033 0.162 -0.040 -0.0263
O 7.30978 0.27575 -7.02441 -0.003 -0.013 -0.005 0.0712
H 6.47751 -1.19976 -5.17130 0.021 0.012 -0.008 0.0766
H 5.87116 -2.36980 -6.36172 0.070 -0.101 -0.014 0.0848
H 7.52405 -2.51869 -5.73331 -0.067 -0.092 -0.030 0.0846
H 6.82272 -2.17304 -8.83798 0.026 -0.074 0.032 0.0835
H 8.47236 -2.32143 -8.21754 -0.052 -0.067 0.004 0.0842
H 8.00202 -0.87789 -9.14308 -0.002 -0.001 0.004 0.0800
C 0.65274 7.86060 6.79752 0.107 0.009 -0.178 -0.0292
C 1.45256 9.13157 6.95624 -0.007 -0.007 0.010 -0.5085
C 1.19920 9.94002 8.20636 0.123 0.089 -0.077 -0.0253
O 2.25206 9.48491 6.12185 -0.028 0.006 -0.003 0.0664
H 0.92763 7.37650 5.86317 -0.015 -0.008 0.004 0.0787
H 0.85441 7.17969 7.62573 -0.092 0.035 0.057 0.0851
H -0.41438 8.08975 6.78570 -0.019 -0.060 0.101 0.0810
H 1.42119 9.34106 9.09102 -0.082 -0.020 0.014 0.0844
H 0.15128 10.24120 8.25162 -0.022 -0.064 0.053 0.0842
H 1.82989 10.82563 8.20230 -0.002 -0.005 -0.002 0.0809
```
Forces are in eV/Å.